Computed, not measured: CH7N3S in the gas phase in a non-equilibrium geometry, with wB97M-V/def2-TZVPD.

LUMO ... 0.86 eV
Orbital gap ... 9.399 eV
Relative energy (zero: lowest compared OMol25 entry of this formula, charge and spin) ... 3.144 eV
Charge ... 0
HOMO energy ... -8.5 eV

The geometry in XYZ format:
```
12
CH7N3S | the Open Molecules 2025 dataset | wB97M-V/def2-TZVPD
C -1.487 -0.875 -0.008
N -1.112 1.799 -0.184
N 2.404 0.155 0.238
N 1.117 -0.122 -0.483
S -0.280 0.565 0.448
H -0.931 -1.813 -0.044
H -1.799 -0.804 -1.006
H -2.326 -0.814 0.787
H -0.632 2.714 0.139
H 2.171 0.361 1.253
H 2.810 -0.768 0.241
H 1.208 0.439 -1.334
```